(1)
BaF30P5 as an isolated structure. Source: the OMol25 dataset; level of theory: ωB97M-V/def2-TZVPD.

highest occupied orbital energy = -4.57 eV
relative energy (zero: lowest compared OMol25 entry of this formula, charge and spin) = 0.0 kcal/mol
calculated total energy = -128700.5456 eV
net charge = -3

Each line ends with the Löwdin charge.
CARTESIAN COORDINATES (ANGSTROEM)
1 Ba -7.086 -8.924 2.482  2.167
2 P -6.393 -12.764 3.005  0.165
3 F -7.277 -13.137 1.715  -0.157
4 F -5.214 -13.762 2.455  -0.200
5 F -5.712 -11.518 2.159  -0.266
6 F -5.404 -12.429 4.253  -0.168
7 F -7.490 -11.721 3.512  -0.193
8 F -7.127 -14.036 3.732  -0.182
9 P -9.670 -10.560 -0.121  0.149
10 F -11.021 -11.334 0.322  -0.167
11 F -8.928 -11.953 -0.522  -0.172
12 F -10.157 -10.432 -1.647  -0.170
13 F -8.309 -9.678 -0.425  -0.224
14 F -10.412 -9.165 0.228  -0.165
15 F -9.102 -10.730 1.385  -0.242
16 P -4.701 -7.506 4.623  0.168
17 F -3.294 -8.154 4.235  -0.131
18 F -5.423 -8.992 4.615  -0.276
19 F -4.493 -7.643 6.203  -0.142
20 F -6.155 -6.793 4.928  -0.189
21 F -4.086 -6.021 4.595  -0.151
22 F -5.183 -7.381 3.038  -0.366
23 P -9.630 -8.720 5.028  0.151
24 F -9.657 -9.409 6.493  -0.165
25 F -10.024 -10.165 4.395  -0.164
26 F -11.168 -8.319 5.208  -0.150
27 F -9.623 -8.147 3.516  -0.227
28 F -9.135 -7.303 5.616  -0.143
29 F -8.038 -9.132 4.795  -0.365
30 P -8.076 -5.629 1.100  0.161
31 F -7.895 -5.742 2.676  -0.157
32 F -9.343 -4.663 1.325  -0.151
33 F -7.109 -4.363 0.907  -0.153
34 F -8.296 -5.660 -0.493  -0.152
35 F -6.747 -6.654 1.089  -0.335
36 F -8.973 -7.020 1.156  -0.240

(2)
One molecule with the formula CH4NO2P. Source: the OMol25 dataset; level of theory: ωB97M-V/def2-TZVPD.

highest occupied orbital energy (alpha / beta) = -10.73 / -10.73 eV
relative energy (zero: lowest compared OMol25 entry of this formula, charge and spin) = 41.3 kcal/mol
calculated total energy = -15974.6908 eV
net charge = 0

Each line ends with the Löwdin charge.
CARTESIAN COORDINATES (ANGSTROEM)
1 C 0.331 0.233 1.435  0.139
2 N -0.955 0.436 -1.117  -0.081
3 O 1.647 0.129 -1.104  -0.306
4 O 0.184 -1.632 0.266  -0.265
5 P 0.438 -0.188 -0.345  0.254
6 H 1.374 0.210 2.001  0.104
7 H -0.580 0.284 2.029  0.044
8 H -0.580 0.585 -2.065  0.049
9 H -1.859 -0.055 -1.100  0.062

(3)
One molecule with the formula C6H12O. Source: the OMol25 dataset; level of theory: ωB97M-V/def2-TZVPD.

SMILES string = C[C@@H]1C[C@H]1CCO
highest occupied orbital energy = -9.75 eV
relative energy (zero: lowest compared OMol25 entry of this formula, charge and spin) = 39.7 kcal/mol
calculated total energy = -8462.6314 eV
net charge = 0

Each line ends with the Löwdin charge.
CARTESIAN COORDINATES (ANGSTROEM)
1 C -2.450 0.252 0.248  -0.071
2 C -0.958 0.018 0.038  -0.300
3 C -0.547 -1.399 -0.194  -0.111
4 C 0.165 -0.620 0.866  -0.222
5 C 1.628 -0.269 0.529  -0.149
6 C 1.827 1.013 -0.271  -0.274
7 O 1.725 0.705 -1.658  -0.073
8 H -2.942 -0.182 -0.634  0.078
9 H -2.901 -0.231 1.120  0.074
10 H -2.723 1.312 0.253  0.067
11 H -0.569 0.767 -0.642  0.101
12 H 1.067 1.748 0.023  0.114
13 H 0.008 -1.653 -1.092  0.108
14 H -1.277 -2.132 0.142  0.107
15 H 0.002 -0.901 1.907  0.130
16 H 2.053 -1.077 -0.085  0.117
17 H 2.243 -0.232 1.435  0.108
18 H 2.809 1.458 -0.062  0.112
19 H 1.142 1.340 -2.086  0.084

(4)
One molecule with the formula C5H10. Source: the OMol25 dataset; level of theory: ωB97M-V/def2-TZVPD.

SMILES string = CC1CCC1
highest occupied orbital energy = -10.55 eV
relative energy (zero: lowest compared OMol25 entry of this formula, charge and spin) = 18.4 kcal/mol
calculated total energy = -5346.4663 eV
net charge = 0

Each line ends with the Löwdin charge.
CARTESIAN COORDINATES (ANGSTROEM)
1 C -1.380 -1.180 -0.373  -0.084
2 C -0.648 0.022 0.230  -0.371
3 C 0.084 0.957 -0.760  -0.163
4 C 1.307 0.987 0.190  -0.180
5 C 0.697 -0.193 0.985  -0.155
6 H -1.977 -1.733 0.364  0.071
7 H -2.068 -0.840 -1.160  0.074
8 H -0.679 -1.889 -0.836  0.074
9 H -1.354 0.587 0.853  0.131
10 H 0.309 0.450 -1.707  0.106
11 H -0.396 1.918 -0.984  0.101
12 H 1.386 1.916 0.767  0.100
13 H 2.280 0.798 -0.275  0.095
14 H 0.698 -0.106 2.079  0.099
15 H 1.166 -1.147 0.718  0.103

(5)
C25H58AsF9N6O7STl as an isolated structure. Source: the OMol25 dataset; level of theory: ωB97M-V/def2-TZVPD.

highest occupied orbital energy = -10.87 eV
calculated total energy = -150957.0508 eV
net charge = +1

Each line ends with the Löwdin charge.
CARTESIAN COORDINATES (ANGSTROEM)
1 Tl -2.863 -2.607 -2.920  1.142
2 As 0.201 -1.074 -1.219  0.766
3 F 0.912 0.503 -1.401  -0.249
4 F -1.437 -0.423 -1.405  -0.303
5 F -0.524 -2.673 -1.095  -0.299
6 F 1.777 -1.782 -1.063  -0.234
7 F 0.060 -0.845 0.511  -0.255
8 F 0.200 -1.344 -2.944  -0.258
9 C 0.190 -6.372 -0.763  -0.676
10 F 0.569 -5.553 0.202  0.152
11 F 0.840 -6.081 -1.886  0.148
12 F 0.488 -7.614 -0.418  0.157
13 S -1.645 -6.192 -1.132  0.539
14 O -2.017 -7.377 -1.869  -0.201
15 O -2.288 -6.134 0.179  -0.256
16 O -1.763 -4.971 -1.907  -0.379
17 C 0.001 4.412 3.294  -0.062
18 C 0.113 4.197 1.768  -0.214
19 N -0.929 3.366 1.197  -0.071
20 C -0.897 3.324 -0.266  -0.213
21 C -1.129 4.673 -0.932  -0.056
22 C -0.945 2.010 1.738  -0.210
23 C -2.347 1.404 1.671  -0.052
24 H 0.402 3.560 3.838  0.062
25 H -1.036 4.570 3.587  0.086
26 H 0.541 5.329 3.523  0.080
27 H 0.074 5.201 1.346  0.110
28 H 1.094 3.765 1.506  0.133
29 H 0.037 2.856 -0.615  0.134
30 H -1.670 2.631 -0.600  0.089
31 H -0.388 5.422 -0.660  0.068
32 H -1.043 4.578 -2.015  0.070
33 H -2.135 5.011 -0.686  0.085
34 H -0.683 2.062 2.793  0.110
35 H -0.248 1.330 1.238  0.109
36 H -3.066 2.037 2.192  0.086
37 H -2.280 0.427 2.152  0.078
38 H -2.709 1.265 0.652  0.056
39 C 5.556 -1.531 4.613  -0.053
40 C 5.853 -1.042 3.200  -0.226
41 N 4.697 -0.485 2.513  -0.123
42 C 4.095 0.659 3.189  -0.207
43 C 3.308 1.556 2.222  -0.064
44 C 3.711 -1.438 2.009  -0.199
45 C 4.328 -2.480 1.074  -0.055
46 H 4.812 -2.326 4.654  0.082
47 H 5.199 -0.704 5.231  0.073
48 H 6.471 -1.865 5.103  0.088
49 H 6.665 -0.308 3.228  0.123
50 H 6.318 -1.815 2.591  0.110
51 H 3.488 0.289 4.023  0.132
52 H 4.853 1.345 3.574  0.130
53 H 2.334 1.133 1.964  0.064
54 H 3.128 2.544 2.650  0.074
55 H 3.838 1.743 1.289  0.067
56 H 2.952 -0.912 1.431  0.095
57 H 3.202 -1.965 2.829  0.141
58 H 5.113 -3.058 1.560  0.069
59 H 4.718 -2.064 0.148  0.074
60 H 3.580 -3.213 0.771  0.084
61 C -0.879 1.981 -4.553  0.020
62 C -2.035 1.027 -4.743  -0.539
63 O -1.984 -0.119 -4.324  -0.064
64 N -3.098 1.456 -5.476  0.013
65 C -3.108 2.689 -6.245  -0.082
66 H -0.138 1.514 -3.909  0.079
67 H -1.188 2.885 -4.012  0.071
68 H -0.483 2.344 -5.500  0.087
69 H -3.823 0.782 -5.652  0.140
70 H -2.290 2.728 -6.966  0.085
71 H -2.957 3.547 -5.582  0.080
72 H -4.054 2.865 -6.747  0.086
73 C 4.005 0.471 -1.374  -0.005
74 C 5.472 0.815 -1.348  -0.533
75 O 6.078 1.219 -2.328  0.087
76 N 6.051 0.657 -0.142  0.023
77 C 7.476 0.836 0.073  -0.052
78 H 3.838 -0.408 -2.000  0.096
79 H 3.401 1.265 -1.811  0.087
80 H 3.565 0.242 -0.407  0.037
81 H 5.479 0.373 0.648  0.082
82 H 7.608 1.096 1.127  0.076
83 H 7.947 1.571 -0.567  0.088
84 H 8.015 -0.110 -0.038  0.090
85 C -4.427 -1.759 1.609  0.023
86 C -3.583 -2.867 1.029  -0.467
87 O -3.076 -2.745 -0.083  -0.022
88 N -3.364 -4.018 1.688  0.097
89 C -3.952 -4.433 2.951  -0.022
90 H -5.455 -1.966 1.303  0.090
91 H -4.093 -0.834 1.152  0.067
92 H -4.452 -1.660 2.693  0.082
93 H -2.778 -4.702 1.209  0.099
94 H -3.220 -4.328 3.753  0.103
95 H -4.373 -5.426 2.822  0.105
96 H -4.761 -3.762 3.239  0.080
97 C -4.063 1.875 -2.047  0.009
98 C -4.921 0.672 -1.772  -0.535
99 O -4.513 -0.451 -2.036  -0.077
100 N -6.125 0.882 -1.192  0.020
101 C -7.110 -0.173 -1.103  -0.065
102 H -4.368 2.767 -1.498  0.085
103 H -4.234 2.126 -3.101  0.086
104 H -3.011 1.626 -1.949  0.060
105 H -6.461 1.829 -1.152  0.133
106 H -6.936 -0.771 -0.208  0.069
107 H -7.203 -0.810 -1.977  0.092
108 H -8.099 0.248 -0.910  0.089

(6)
C37H34AuN2SSb2 as an isolated structure. Source: the OMol25 dataset; level of theory: ωB97M-V/def2-TZVPD.

highest occupied orbital energy = -10.32 eV
relative energy (zero: lowest compared OMol25 entry of this formula, charge and spin) = 0.4 kcal/mol
calculated total energy = -69496.7678 eV
net charge = +1

Each line ends with the Löwdin charge.
CARTESIAN COORDINATES (ANGSTROEM)
1 Au -1.249 -1.414 -0.502  0.480
2 C -1.466 2.077 1.027  -0.369
3 C -0.477 2.969 0.283  -0.357
4 C -0.209 2.588 -1.171  -0.413
5 Sb 1.667 1.936 -2.076  1.466
6 C 2.439 0.171 -1.132  -0.423
7 C 1.860 -1.057 -1.442  -0.217
8 C 2.444 -2.252 -1.053  -0.101
9 C 3.662 -2.240 -0.389  -0.090
10 C 4.282 -1.029 -0.126  -0.091
11 C 3.673 0.165 -0.487  -0.133
12 C 2.897 3.364 -1.069  -0.410
13 C 3.103 3.346 0.311  -0.152
14 C 3.873 4.319 0.927  -0.078
15 C 4.454 5.327 0.171  -0.081
16 C 4.267 5.352 -1.200  -0.083
17 C 3.495 4.374 -1.814  -0.144
18 Sb -0.739 0.125 1.475  1.439
19 C 1.022 0.524 2.539  -0.388
20 C 1.093 1.710 3.265  -0.142
21 C 2.240 2.010 3.984  -0.075
22 C 3.311 1.130 3.978  -0.066
23 C 3.238 -0.051 3.257  -0.068
24 C 2.094 -0.355 2.534  -0.125
25 C -2.025 -0.513 3.025  -0.392
26 C -1.675 -0.395 4.365  -0.113
27 C -2.534 -0.857 5.353  -0.072
28 C -3.743 -1.437 5.006  -0.074
29 C -4.097 -1.560 3.671  -0.081
30 C -3.237 -1.106 2.684  -0.167
31 H -2.379 1.926 0.450  0.059
32 H -1.755 2.551 1.967  0.062
33 H 0.449 3.068 0.856  0.067
34 H -0.911 3.975 0.289  0.113
35 H -0.252 3.507 -1.764  0.031
36 H -1.002 1.949 -1.571  0.027
37 H 0.953 -1.092 -2.043  0.048
38 H 1.967 -3.192 -1.302  0.100
39 H 4.137 -3.168 -0.105  0.105
40 H 5.246 -1.010 0.361  0.108
41 H 4.185 1.094 -0.274  0.089
42 H 2.685 2.553 0.920  0.079
43 H 4.022 4.288 1.998  0.101
44 H 5.058 6.086 0.650  0.106
45 H 4.724 6.130 -1.796  0.106
46 H 3.361 4.408 -2.887  0.086
47 H 0.265 2.408 3.278  0.102
48 H 2.295 2.931 4.547  0.111
49 H 4.206 1.367 4.536  0.111
50 H 4.074 -0.735 3.248  0.110
51 H 2.051 -1.273 1.961  0.095
52 H -0.731 0.054 4.649  0.092
53 H -2.256 -0.766 6.392  0.109
54 H -4.411 -1.796 5.777  0.109
55 H -5.039 -2.012 3.399  0.107
56 H -3.516 -1.220 1.641  0.078
57 N -1.919 -1.812 -2.520  0.084
58 C -2.527 -1.693 -3.488  -0.090
59 C -3.250 -1.562 -4.716  -0.221
60 C -4.643 -1.607 -4.701  -0.020
61 C -5.326 -1.482 -5.897  -0.055
62 C -4.624 -1.315 -7.083  -0.049
63 C -3.236 -1.270 -7.088  -0.053
64 C -2.536 -1.393 -5.901  -0.018
65 H -5.173 -1.739 -3.770  0.123
66 H -6.406 -1.516 -5.904  0.114
67 H -5.164 -1.218 -8.014  0.115
68 H -2.699 -1.140 -8.016  0.115
69 H -1.457 -1.358 -5.886  0.124
70 S -1.544 -5.875 1.629  1.054
71 C -1.481 -6.092 -0.062  -0.386
72 C -1.484 -4.886 -0.682  -0.255
73 N -1.534 -3.806 0.155  -0.111
74 C -1.569 -4.192 1.397  -0.490
75 H -1.448 -7.068 -0.506  0.071
76 H -1.450 -4.727 -1.746  0.098
77 H -1.620 -3.506 2.226  0.064